(1)
The following is a DFT calculation (the ωB97M-V functional and the def2-TZVPD basis) of a molecular structure, C33H43BBrCl4GaNO4Sb.

highest occupied orbital energy: -7.35 eV
gap between HOMO and LUMO: 0.26864 Eh
multiplicity: 1
total charge: 0

Positions of all 89 atoms, in Å:
Ga  -1.31063  -0.68206  1.39656
Cl  -2.73859  -0.71537  7.90864
C  -2.23433  -1.18605  6.32610
C  -1.70630  -2.45106  6.10426
Cl  -1.55811  -3.57587  7.40510
C  -1.29164  -2.82012  4.81725
Cl  -0.66526  -4.40161  4.49347
C  -1.39569  -1.92809  3.76341
O  -0.99129  -2.19433  2.52222
C  -1.96351  -0.65340  3.98413
O  -2.07586  0.13401  2.91427
C  -2.36485  -0.28792  5.25659
Cl  -3.02364  1.29267  5.47773
C  -2.83136  2.71961  -6.14844
C  -1.69275  3.46441  -5.43561
C  -0.34672  2.99923  -6.00940
C  -1.84876  4.95807  -5.72052
C  -1.73444  3.15285  -3.93636
C  -1.84947  4.14962  -2.96503
C  -1.87502  3.87007  -1.59485
C  -1.78224  2.55132  -1.23138
O  -1.76615  1.98620  0.02967
B  -1.63804  0.61113  -0.17746
O  -1.58064  0.33167  -1.54435
C  -1.66891  1.55458  -2.18008
C  -1.64275  1.81532  -3.52571
H  -2.82752  2.95857  -7.21530
H  -3.79960  3.01107  -5.73462
H  -2.73343  1.63664  -6.04812
H  -0.29480  3.21853  -7.07927
H  -0.20507  1.92404  -5.87851
H  0.48057  3.51213  -5.51280
H  -1.82630  5.12093  -6.79994
H  -1.03718  5.54219  -5.28016
H  -2.79918  5.34330  -5.34361
H  -1.92109  5.18515  -3.26742
H  -1.96364  4.65589  -0.85402
H  -1.54717  1.00100  -4.23447
Br  -1.19992  -4.78751  -3.08991
C  -2.19454  -3.88924  -1.76574
C  -3.56147  -4.06220  -1.66404
C  -4.23765  -3.37226  -0.67011
C  -3.52160  -2.54144  0.17077
N  -2.20032  -2.38572  0.06481
C  -1.54283  -3.04578  -0.88524
H  -4.08413  -4.72014  -2.34586
H  -5.30736  -3.47980  -0.55163
H  -4.01240  -1.98438  0.96082
H  -0.47206  -2.89811  -0.94344
C  2.00326  -0.85084  -1.67123
C  2.43563  0.13855  -0.58530
C  3.95101  0.31992  -0.61108
C  1.75942  1.48782  -0.83484
Sb  1.58773  -0.65250  1.28286
C  2.55660  -2.58839  1.66306
C  1.65955  -3.59949  0.94448
C  3.98418  -2.67285  1.14291
C  2.51916  -2.87742  3.16009
C  2.05934  0.83290  2.83683
C  1.04770  1.96262  2.61730
C  3.48412  1.36347  2.74878
C  1.79680  0.22356  4.21401
H  2.29029  -0.46021  -2.65671
H  0.91871  -0.99697  -1.68225
H  2.48630  -1.82484  -1.55246
H  4.24010  0.71586  -1.59413
H  4.49051  -0.61198  -0.46623
H  4.29470  1.03063  0.13998
H  2.00387  1.83169  -1.84849
H  2.10605  2.25222  -0.13815
H  0.66932  1.43215  -0.76611
H  1.62257  -3.42918  -0.13554
H  0.64414  -3.57753  1.34970
H  2.05901  -4.61009  1.10337
H  4.02652  -2.61806  0.05482
H  4.40770  -3.64235  1.43610
H  4.62644  -1.89190  1.55787
H  1.53086  -2.71060  3.59027
H  3.25279  -2.28820  3.70679
H  2.76831  -3.93537  3.31700
H  1.14752  2.43773  1.64091
H  1.21254  2.73556  3.37945
H  0.01419  1.62511  2.72810
H  3.65095  1.92961  1.83163
H  4.22975  0.56587  2.80431
H  3.66393  2.04476  3.59039
H  0.82176  -0.27033  4.27616
H  1.79868  1.02992  4.95852
H  2.56361  -0.48861  4.50443

Mulliken analysis output, partial charges in e: Ga 1.634; Cl -0.211; C 0.339; C 0.284; Cl -0.215; C 0.311; Cl -0.189; C -0.131; O -0.606; C -0.269; O -0.423; C 0.194; Cl -0.206; C -1.626; C 2.224; C -1.636; C -2.182; C 0.513; C -0.291; C -2.012; C 0.897; O -0.320; B -0.009; O 0.040; C 0.204; C -1.064; H 0.456; H 0.367; H 0.312; H 0.447; H 0.328; H 0.360; H 0.435; H 0.427; H 0.434; H 0.492; H 0.497; H 0.535; Br -0.177; C -0.499; C -0.092; C -0.914; C -0.431; N 0.115; C 0.296; H 0.453; H 0.423; H 0.646; H 0.101; C -1.677; C 2.018; C -1.471; C -2.911; Sb 0.219; C 1.941; C -1.602; C -1.858; C -1.669; C 1.830; C -1.607; C -1.762; C -1.859; H 0.520; H 0.190; H 0.267; H 0.479; H 0.257; H 0.238; H 0.598; H 0.205; H 1.192; H 0.234; H 0.211; H 0.541; H 0.337; H 0.481; H 0.310; H 0.113; H 0.317; H 0.532; H 0.166; H 0.516; H 0.181; H 0.344; H 0.262; H 0.476; H 0.355; H 0.532; H 0.297

***

(2)
The following is a DFT calculation (the ωB97M-V functional and the def2-TZVPD basis) of a molecular structure, C33H43BBrIN6S3Ti.

highest occupied orbital energy: -13.47 eV
gap between HOMO and LUMO: 0.26014 Eh
multiplicity: 1
total charge: +2

Positions of all 89 atoms, in Å:
Ti  -0.06467  -0.19969  -0.18527
C  4.83200  -0.53505  0.82914
C  3.78502  0.05449  1.71548
C  4.06226  0.94320  2.72222
C  3.01840  1.47905  3.50670
N  1.76725  1.17630  3.25333
N  1.48319  0.32392  2.28206
B  0.00242  0.00225  1.99874
N  -1.00656  1.05681  2.51553
N  -1.21917  1.09062  3.83274
C  -2.14567  1.88071  4.31232
C  -2.98266  2.61940  3.44105
C  -2.77789  2.59007  2.09138
C  -3.66805  3.28652  1.11450
C  -1.68365  1.81244  1.63650
S  -1.20077  1.86804  -0.02622
C  -2.35265  1.97376  5.80917
C  -2.15376  3.44019  6.22718
C  -1.35482  1.10045  6.56351
C  -3.77963  1.51284  6.14801
N  -0.37124  -1.42128  2.49806
N  0.13614  -1.72699  3.68889
C  -0.08351  -2.90989  4.20246
C  -0.81560  -3.87812  3.47650
C  -1.32427  -3.58068  2.23986
C  -2.04346  -4.58327  1.39791
C  -1.09890  -2.26872  1.75707
S  -1.76047  -1.76400  0.22956
C  0.46426  -3.21639  5.57976
C  1.33913  -4.47750  5.51649
C  -0.73440  -3.45140  6.51474
C  1.30246  -2.05232  6.11023
C  2.42339  -0.26702  1.51390
S  1.93683  -1.40737  0.29152
C  3.26220  2.40105  4.68666
C  2.84404  1.63814  5.95530
C  4.73259  2.80302  4.81718
C  2.39987  3.66155  4.52986
H  5.82494  -0.19922  1.11745
H  4.80207  -1.62513  0.86604
H  4.64851  -0.24686  -0.20769
H  5.08559  1.23420  2.90795
H  -3.80766  3.19165  3.84324
H  -4.41449  3.88645  1.62908
H  -3.10045  3.92580  0.43831
H  -4.18255  2.54329  0.50122
H  -1.14704  3.78123  5.97671
H  -2.87156  4.11116  5.75318
H  -2.28007  3.52429  7.30647
H  -0.33379  1.41815  6.35940
H  -1.53578  1.19040  7.63435
H  -1.46074  0.05320  6.28112
H  -4.54244  2.14997  5.69875
H  -3.94316  0.48705  5.81166
H  -3.91910  1.54016  7.22840
H  -0.95181  -4.87171  3.88167
H  -2.17270  -5.51902  1.93586
H  -3.02213  -4.21400  1.08915
H  -1.47164  -4.77897  0.48820
H  0.77839  -5.36231  5.21250
H  2.16963  -4.33937  4.82158
H  1.75412  -4.67234  6.50493
H  -1.34398  -4.29971  6.19917
H  -0.37183  -3.65635  7.52193
H  -1.37212  -2.56589  6.55841
H  2.17490  -1.87869  5.47827
H  0.72073  -1.13240  6.14863
H  1.64635  -2.28908  7.11675
H  3.48238  0.76629  6.11408
H  2.94139  2.29366  6.82093
H  1.81209  1.29999  5.88112
H  5.37460  1.93694  4.98878
H  5.08802  3.34813  3.94028
H  4.83968  3.46170  5.67782
H  1.34393  3.40344  4.44071
H  2.53043  4.29655  5.40612
H  2.69899  4.23384  3.64963
Br  1.83162  -0.18819  -6.24875
C  -0.04142  -0.06345  -6.06027
C  -0.82770  0.00250  -7.20267
C  -2.20563  0.10048  -7.09787
C  -2.81141  0.13945  -5.85105
C  -2.04005  0.07220  -4.70172
C  -0.66715  -0.03239  -4.82208
I  0.52948  -0.19268  -3.05406
H  -0.34086  -0.02353  -8.16753
H  -2.80441  0.14710  -7.99685
H  -3.88608  0.22119  -5.76612
H  -2.51022  0.10080  -3.72850

Mulliken analysis output, partial charges in e: Ti -0.644; C -2.012; C 0.203; C -0.347; C -0.368; N -0.324; N 0.179; B 0.103; N 1.051; N -0.048; C 0.220; C -0.478; C 0.147; C -1.981; C 0.890; S -0.525; C 2.076; C -1.633; C -1.599; C -1.732; N 0.357; N -0.129; C 0.063; C -0.457; C 0.242; C -1.967; C 1.051; S -0.441; C 2.209; C -1.770; C -1.568; C -1.825; C 1.329; S -0.432; C 2.333; C -1.186; C -2.332; C -1.472; H 0.390; H 0.415; H 0.404; H 0.602; H 0.430; H 0.400; H 0.450; H 0.354; H 0.280; H 0.366; H 0.469; H 0.003; H 0.596; H 0.189; H 0.348; H 0.367; H 0.473; H 0.450; H 0.400; H 0.435; H 0.383; H 0.354; H 0.373; H 0.472; H 0.364; H 0.486; H 0.231; H 0.370; H 0.047; H 0.554; H 0.370; H 0.509; H -0.104; H 0.462; H 0.481; H 0.416; H 0.081; H 0.461; H 0.396; Br -0.168; C -0.089; C -0.379; C -0.597; C -0.564; C -0.375; C 0.614; I 0.338; H 0.404; H 0.392; H 0.392; H 0.323

***

(3)
The following is a DFT calculation (the ωB97M-V functional and the def2-TZVPD basis) of a molecular structure, C33H43MoN4O2PSSi2.

highest occupied orbital energy (spin up / spin down): -12.85 / -12.85 eV
gap between HOMO and LUMO (spin up / spin down): 0.23163 / 0.23166 Eh
multiplicity: 1
total charge: +2

Positions of all 87 atoms, in Å:
Mo  0.12143  0.41379  -0.21873
O  -1.49079  -0.78436  -0.00357
C  -1.16539  -1.14413  1.19612
O  0.02168  -0.73373  1.54767
C  -2.04987  -1.97961  2.03719
P  -2.26787  -3.71934  1.21671
C  -0.42641  -4.13945  1.77803
C  -0.11366  -4.44346  3.13372
C  1.22263  -4.65453  3.40540
C  2.22478  -4.82149  2.36107
C  1.90167  -4.40240  1.14140
C  0.57756  -3.92458  0.85647
C  -3.32161  -4.48306  2.48727
C  -4.50787  -3.81331  2.65213
C  -5.46264  -4.32748  3.54569
C  -5.17837  -5.60250  4.02948
C  -4.06665  -6.32384  3.68855
C  -3.04547  -5.73494  3.00952
H  -3.03512  -1.45912  2.15760
H  -1.64387  -2.04066  3.05582
H  -0.82360  -4.30074  3.87930
H  1.50914  -4.95465  4.49421
H  3.23042  -5.19032  2.53075
H  2.55781  -4.35962  0.24897
H  0.31778  -3.59675  -0.14060
H  -4.70186  -2.95871  2.05859
H  -6.29644  -3.74185  3.94218
H  -6.02856  -6.11199  4.54434
H  -4.03039  -7.41813  3.96606
H  -2.11468  -6.18309  2.78676
C  1.09943  3.26691  -3.36272
Si  1.49048  1.43941  -3.31106
C  3.33086  0.96334  -3.75753
C  0.33015  0.62849  -4.35548
N  1.29175  0.74320  -1.60152
C  2.08775  -0.33569  -1.14550
C  2.41134  -1.43006  -2.01092
C  3.49112  -2.13694  -1.61032
C  4.23940  -1.92119  -0.39182
C  3.69648  -1.03980  0.54587
C  2.57515  -0.23449  0.15639
N  2.06120  0.84901  0.92035
Si  3.13070  2.28945  1.03369
C  1.94702  3.47653  1.94905
C  4.67818  1.79975  2.07741
C  3.57129  2.73503  -0.61242
H  1.26872  3.71415  -4.34548
H  1.70990  3.98178  -2.76002
H  0.03227  3.45166  -3.13995
H  3.26031  0.39174  -4.65107
H  3.98576  0.33844  -3.14481
H  3.88404  1.83628  -4.12419
H  0.23611  -0.50597  -4.40861
H  0.51096  0.98239  -5.39325
H  -0.62282  1.12649  -4.11408
H  1.77249  -1.47426  -2.93952
H  3.96999  -2.89407  -2.22680
H  5.20306  -2.39767  -0.38747
H  4.15475  -0.81941  1.48883
H  1.97275  3.36487  2.99384
H  0.95736  3.38313  1.49805
H  2.22770  4.46167  1.65900
H  5.30166  2.65721  2.44304
H  5.28232  1.17995  1.33449
H  4.35354  1.14937  2.85732
H  4.00994  1.95825  -1.28594
H  4.29115  3.57089  -0.67291
H  2.62070  2.93617  -1.17632
H  1.60633  0.51689  1.79040
N  -3.13817  0.56419  -1.75947
C  -2.71029  1.79203  -1.53433
S  -1.28123  2.14166  -0.60011
N  -3.58011  2.78473  -1.78139
C  -3.37696  4.19604  -1.70018
C  -4.12008  4.92125  -0.63259
C  -3.75413  6.23848  -0.44025
C  -2.73748  6.79641  -1.20330
C  -2.21409  6.11916  -2.32132
C  -2.49546  4.79427  -2.55939
H  -2.62409  -0.19759  -1.41175
H  -3.99732  0.44006  -2.37430
H  -4.43125  2.44273  -2.18059
H  -4.71784  4.36040  0.15761
H  -4.20924  6.80407  0.35723
H  -2.39188  7.79909  -0.90962
H  -1.44381  6.62805  -2.88195
H  -2.11168  4.30612  -3.43043

Mulliken analysis output, partial charges in e: Mo -0.083; O -0.665; C 0.394; O -0.718; C -0.750; P -0.160; C 0.362; C -0.542; C -0.760; C -0.547; C -0.617; C -0.157; C 0.814; C -0.534; C -0.673; C -0.345; C -0.626; C -0.382; H 0.611; H 0.443; H 0.665; H 0.296; H 0.437; H 0.391; H 0.566; H 0.448; H 0.389; H 0.307; H 0.317; H 0.515; C -0.750; Si 0.242; C -1.290; C -0.937; N 0.849; C 0.766; C -1.060; C -0.438; C -1.163; C -0.738; C 0.489; N 0.044; Si 0.013; C -1.159; C -1.097; C -0.306; H 0.520; H 0.372; H -0.156; H 0.466; H 0.353; H 0.489; H 0.337; H 0.366; H 0.184; H 0.264; H 0.478; H 0.535; H 0.855; H 0.363; H 0.260; H 0.425; H 0.379; H 0.305; H 0.370; H 0.164; H 0.596; H -0.444; H 0.651; N -0.293; C 0.524; S 0.238; N -0.117; C -0.188; C -0.546; C -0.334; C -0.503; C -0.688; C -0.005; H 0.273; H 0.238; H 0.213; H 0.306; H 0.399; H 0.398; H 0.391; H 0.703